1.
Density functional theory data (ωB97M-V/def2-TZVPD) for a 7-piece molecular cluster, C25H68N6O11 overall in a non-equilibrium geometry.

Its total charge is 0. As for the multiplicity: 1. Its structure (SMILES) is COCCNCCOC.COCCNCCOC.COCCNCCOC.COCCNCCOC.NC(N)=O.O.O. The calculation puts the LUMO energy at 0.65 eV. The highest occupied orbital energy is -8.5 eV. Its energy relative to the best compared isomer or geometry (same formula, charge and spin) is 0.0 kcal per mole. The HOMO-LUMO gap comes out at 9.197 eV.

Cartesian coordinates (Å):
O -5.0938 14.5617 11.1204
O 7.6534 24.4527 -1.6799
O 8.1910 23.0108 11.3051
O 5.4317 21.3190 8.9003
O -0.2683 14.9987 8.9853
O 7.8643 17.5783 8.6655
O 4.2424 20.7408 2.5918
O 5.2648 17.2064 4.7140
O 0.3611 17.7277 5.4303
O 2.9141 17.3548 6.5791
O 3.9197 16.1168 8.8244
N 5.1349 14.1771 8.8555
N 6.0040 21.2903 11.4847
N -2.7345 16.0867 10.2596
N 3.0333 14.2770 9.8519
N 7.9882 17.8325 5.9050
N 6.1163 23.6564 1.5941
C 9.4250 23.5531 11.5511
C 7.3127 23.1179 12.4052
C 7.9653 23.7545 -2.8489
C 7.2939 23.6267 -0.5840
C -1.5724 14.6778 8.5557
C 5.9439 22.6828 11.9734
C 7.3515 18.7280 9.3581
C 6.4473 17.5976 4.0470
C 4.0325 14.9410 9.1659
C 9.1008 17.8479 8.0429
C 8.8446 18.6314 6.7648
C 4.7900 22.0067 2.8264
C -6.2015 13.8538 10.6352
C 4.4348 16.4755 3.8514
C 0.3534 16.0264 8.2555
C 4.2601 21.0390 9.6672
C 6.4231 24.4227 0.3850
C -2.5737 15.7710 8.8313
C 3.6235 20.1829 3.7186
C -3.8796 13.9050 10.8575
C 5.0743 22.6686 1.4810
C 4.7039 20.7423 11.1017
C -2.7700 14.9256 11.1329
C 7.2230 18.5515 4.9017
C 5.1332 21.7156 7.6049
H 3.5912 21.9021 9.6004
H -6.4744 13.0285 11.3052
H -2.9332 15.2090 12.1767
H 3.8336 20.1425 9.2245
H 7.9338 18.9775 10.2512
H -1.8077 14.4051 11.1261
H 7.6881 22.4815 13.2276
H 4.1049 22.6377 3.4101
H 5.8865 14.5863 8.3343
H 8.4811 24.4359 -3.5229
H 6.0470 22.0881 7.1463
H 6.9690 25.3422 0.5971
H 5.6047 23.3618 11.1745
H 4.2526 19.9103 4.5740
H 7.2943 24.1287 12.8451
H 3.1123 13.3593 10.2452
H 3.9506 21.1960 11.7552
H 8.2351 23.3822 -0.0569
H 7.3212 17.3036 6.4588
H 3.0670 19.3190 3.3578
H 6.1795 18.1656 3.1373
H -1.8216 13.7633 9.0973
H 6.3387 18.4406 9.6461
H 1.3742 16.1534 8.6216
H 9.4040 24.6335 11.7952
H 1.3101 17.7452 5.6506
H 4.9225 15.6041 3.3942
H 2.8579 20.8644 4.1272
H 2.2112 14.7837 10.1268
H 6.5436 19.2476 5.4324
H 9.7912 18.4367 8.6567
H 4.1871 17.1019 2.9739
H 4.3702 22.5102 7.5276
H 5.7163 21.9564 3.4275
H 4.6771 20.8888 7.0372
H 8.3832 19.5946 7.0426
H -1.5950 14.4385 7.4822
H 3.4847 16.1908 4.2934
H -7.0646 14.5231 10.6849
H 3.6922 17.5094 6.0305
H 9.9292 23.0881 12.4188
H -0.0759 17.0123 8.4970
H 0.3026 17.4737 4.5046
H 7.8468 19.2128 4.2930
H 7.2529 19.6063 8.7173
H 10.1356 23.4948 10.7261
H 4.1407 23.1594 1.1867
H -6.0378 13.5286 9.6073
H 0.3431 15.8836 7.1751
H 5.2560 13.2787 9.2780
H -3.8934 13.5713 9.8181
H 6.9465 23.3136 2.0556
H 5.2699 22.6683 12.8319
H 5.2928 21.9080 0.7166
H 6.5777 21.3059 10.6436
H 4.7073 19.6620 11.2553
H 3.2695 16.8798 7.3636
H 5.4780 24.6877 -0.0920
H -2.1882 16.6589 8.3280
H 7.0507 16.7437 3.7234
H -3.6642 16.4882 10.3489
H 9.5030 16.8667 7.7929
H 7.0793 23.3019 -3.3058
H -3.6871 13.1039 11.5836
H 6.8843 22.6630 -0.9061
H -3.5621 15.5110 8.4351
H 9.7608 18.7769 6.1856
H 8.6971 22.9465 -2.6681

Atomic forces in eV per Å
O -0.2 0.1 0.0
O -0.5 0.2 0.2
O -0.8 0.0 -0.6
O -0.1 0.4 0.5
O 0.2 -0.4 0.1
O 0.1 0.7 0.8
O 0.3 -0.1 0.1
O -0.1 -0.5 0.3
O 0.0 0.1 -0.2
O 0.3 -0.1 0.1
O 0.1 -0.5 0.1
N -0.8 0.3 0.3
N 0.0 0.3 -0.1
N -0.3 -0.1 0.4
N 0.4 0.5 -0.2
N -0.1 -0.5 -0.3
N 0.0 1.1 0.1
C 1.7 1.1 1.1
C 0.4 -0.2 0.9
C 0.7 -0.6 0.0
C 1.0 0.2 0.1
C 0.0 -0.4 0.0
C 0.0 -0.9 -0.6
C -0.6 -0.6 -0.2
C -0.3 1.1 -0.9
C -0.2 -0.5 0.1
C -0.1 0.2 -0.7
C -0.3 -0.4 -0.5
C 0.5 0.5 0.1
C -0.7 0.3 0.6
C -0.3 0.2 -1.6
C 0.2 1.2 0.5
C 1.0 0.0 -0.4
C -0.1 -0.9 -0.1
C -0.1 0.2 0.4
C -1.3 0.1 0.3
C 0.7 0.7 0.5
C -0.2 -0.2 -0.1
C -0.1 0.4 0.4
C 0.1 -0.6 0.0
C 0.2 0.4 1.2
C -0.7 0.0 -0.8
H -0.2 -0.1 0.0
H 0.3 -0.3 -0.3
H 0.1 0.4 -0.1
H -0.7 0.0 0.0
H 0.1 -0.1 -0.1
H 0.0 0.1 -0.1
H -0.1 -0.1 -0.2
H -0.1 -0.1 -0.1
H 0.0 0.2 0.1
H -0.4 0.1 -0.1
H 0.0 -0.2 -0.1
H -0.1 0.0 0.3
H -0.2 0.1 0.3
H 0.5 0.0 -0.4
H 0.0 0.1 -0.5
H 0.3 -0.1 -0.2
H 0.0 -0.4 0.1
H -0.2 -0.1 0.0
H 0.1 0.1 0.2
H 0.2 -0.2 0.2
H -0.2 -0.3 0.0
H 0.0 0.0 -0.2
H 0.1 0.1 0.2
H 0.0 -0.5 -0.2
H -0.4 -0.2 0.0
H -0.2 -0.2 0.2
H 0.1 -0.1 0.5
H 0.1 0.1 -0.1
H 0.0 0.2 -0.2
H -0.3 -0.1 -0.4
H 0.0 -0.3 0.3
H 0.0 0.0 0.2
H 0.2 0.1 0.4
H 0.0 -0.2 -0.1
H 0.4 -0.1 -0.1
H 0.2 0.0 -0.2
H 0.1 0.1 0.0
H 0.2 0.0 0.5
H 0.1 0.1 -0.3
H 0.2 0.1 0.1
H -0.2 -0.1 -0.1
H -0.3 -0.2 -0.3
H 0.1 0.0 0.1
H 0.3 -0.4 -0.1
H 0.2 -0.1 0.0
H -0.5 -0.5 -0.4
H 0.2 0.1 -0.2
H -0.1 -0.2 0.0
H 0.0 -0.1 0.0
H 0.1 -0.1 -0.1
H 0.2 -0.4 0.0
H 0.0 -0.1 -0.1
H -0.1 0.4 -0.1
H -0.1 -0.2 0.2
H 0.1 -0.1 0.3
H 0.0 0.0 0.1
H -0.3 0.2 -0.2
H 0.0 0.1 0.0
H -0.4 0.1 -0.1
H 0.0 -0.1 0.3
H 0.2 0.3 0.1
H 0.3 0.1 0.1
H 0.0 0.1 -0.1
H -0.3 -0.4 -0.4
H -0.4 0.2 -0.1
H 0.2 -0.1 -0.5
H 0.2 0.4 0.4
H -0.2 0.1 0.1

Results of the Löwdin charge analysis, in e, for atoms 1 through 8:
1 O -0.192
2 O -0.193
3 O -0.175
4 O -0.236
5 O -0.189
6 O -0.199
7 O -0.179
8 O -0.209

---

2.
Density functional theory data (ωB97M-V/def2-TZVPD) for a 2-piece molecular cluster, C2H5OP overall in a non-equilibrium geometry.

Its total charge is 0. As for the multiplicity: 1. The calculation puts the LUMO energy at 0.12 eV. The highest occupied orbital energy is -9.1 eV. Its energy relative to the best compared isomer or geometry (same formula, charge and spin) is 106.0 kcal per mole. The HOMO-LUMO gap comes out at 9.188 eV.

Cartesian coordinates (Å):
P 1.3884 0.5414 -0.2040
O -1.0625 0.4840 1.3287
C -0.0081 -0.6638 -0.6159
C -0.5306 0.5420 0.1186
H -0.1022 -0.5413 -2.4249
H 0.1995 -1.7096 -0.6383
H 1.5136 0.0500 1.0574
H -0.3531 0.1151 1.8886
H -1.0450 1.1821 -0.5102

Atomic forces in eV per Å
P -1.4 0.5 -1.2
O 0.1 -0.6 2.6
C 1.1 1.6 -4.5
C 2.2 -1.7 -2.4
H 0.0 0.0 4.0
H -0.7 -0.5 0.9
H 0.4 -0.7 1.4
H -0.8 0.2 0.2
H -1.0 1.3 -1.1

Results of the Löwdin charge analysis, in e, for atoms 1 through 8:
1 P 0.841
2 O -0.021
3 C -0.352
4 C -0.677
5 H 0.184
6 H 0.000
7 H -0.143
8 H 0.095

---

Record-wise electronic energy values, in Ha: -2149.332540; -495.611535